(1)
# C25H38IN4O4S2SiTl

C25H38IN4O4S2SiTl as an isolated structure (ωB97M-V/def2-TZVPD, OMol25).

Calculated values
- Charge: -2
- ΔE to the lowest compared entry with this formula, charge and spin: 0.0 kcal per mole

Each line ends with the Mulliken charge.
Atoms and positions in Å:
H (2.10, 2.45, 5.73)  0.30
C (-0.24, 4.55, 4.29)  -1.38
C (0.87, -0.95, 5.41)  -1.65
O (-2.96, 1.72, 5.15)  -0.53
H (0.45, 5.35, 4.01)  0.50
O (-1.20, 0.16, 6.12)  -0.35
H (-2.47, 0.44, -6.81)  0.33
C (-0.14, -0.03, -4.33)  0.06
H (0.76, 1.18, 7.38)  0.06
C (-3.78, 2.30, 6.16)  1.95
C (0.64, 0.14, 7.67)  -1.36
H (1.63, -0.30, 7.85)  0.36
O (0.13, 0.43, -3.17)  -0.67
N (3.85, -4.20, -1.28)  -0.54
H (-5.52, 1.79, 4.99)  0.32
H (1.50, 2.49, 4.06)  0.22
H (-3.94, 2.48, 8.32)  0.51
H (1.03, 3.99, 7.45)  0.38
C (-2.46, 3.10, 0.82)  -0.20
H (4.75, -3.83, -1.55)  0.24
H (-1.19, 5.00, 4.61)  0.29
H (-0.55, 3.33, -0.16)  0.38
C (-0.77, -0.89, -6.98)  -0.59
C (-5.16, 1.65, 6.01)  -1.82
H (0.31, -1.35, 4.56)  0.37
Si (-1.33, 1.43, 5.04)  -0.30
C (-0.68, -1.91, 7.11)  -1.89
H (-3.14, 0.99, 7.75)  0.24
C (-2.26, 0.60, -0.15)  0.24
H (-5.09, 0.58, 6.21)  0.41
C (-1.38, 2.67, 0.08)  -0.73
C (-3.40, 0.92, 0.58)  -0.43
H (1.61, -1.70, 5.74)  0.49
C (-3.26, 2.06, 7.58)  -1.42
H (-1.01, -1.22, -7.98)  0.34
H (1.28, 5.40, 6.39)  0.39
C (0.60, 4.58, 6.64)  -1.84
S (1.39, -3.46, -0.62)  -0.57
H (-2.91, 4.26, 6.02)  0.04
H (0.95, -2.14, -6.80)  0.25
H (-1.15, -2.47, 6.31)  0.41
C (1.68, 3.09, 4.95)  -1.58
H (-4.62, 4.29, 6.54)  0.47
H (0.06, 0.11, 8.59)  0.36
N (2.94, -2.71, -2.74)  -1.07
H (2.31, -2.42, -5.01)  0.27
C (0.35, 3.70, 5.42)  1.67
H (-1.90, 1.18, -4.53)  0.38
H (-0.35, 5.01, 6.99)  0.34
H (-2.28, 2.52, 7.69)  0.12
H (-2.49, 4.11, 1.22)  0.36
H (-1.43, -1.67, 7.87)  0.37
C (1.71, -1.78, -4.35)  -0.84
C (-0.09, -0.61, 6.55)  1.87
C (-1.59, 0.04, -6.32)  -0.35
H (-5.87, 2.10, 6.70)  0.39
Tl (1.05, -0.46, -1.06)  0.47
H (0.10, -2.52, 7.57)  0.40
C (0.64, -1.03, -5.00)  1.00
H (-4.34, 2.50, 1.67)  0.32
H (2.40, 3.88, 4.71)  0.51
H (-0.43, 3.91, 3.43)  0.15
H (3.79, -4.46, -0.31)  0.21
O (-0.55, 2.68, 5.86)  0.43
I (-2.03, -1.33, -0.99)  0.00
C (2.78, -3.38, -1.65)  0.45
C (-3.49, 2.21, 1.08)  -0.29
N (1.92, -1.85, -3.10)  0.61
S (-0.82, 1.16, 3.09)  -0.26
C (-3.89, 3.80, 5.88)  -1.38
H (1.39, -0.06, 5.07)  0.24
H (-4.19, 3.95, 4.84)  0.28
C (-1.28, 0.46, -5.05)  -0.44
C (0.32, -1.40, -6.31)  -0.56
N (-1.29, 1.43, -0.39)  -0.08
H (-4.17, 0.18, 0.76)  0.38

=====

(2)
# C39H40N4O5Pb

C39H40N4O5Pb as an isolated structure (ωB97M-V/def2-TZVPD, OMol25).

Calculated values
- Charge: -2
- ΔE to the lowest compared entry with this formula, charge and spin: 20.5 kcal per mole

Each line ends with the Mulliken charge.
Atoms and positions in Å:
H (-3.50, 2.60, 1.25)  0.47
H (0.95, -5.82, -4.34)  0.34
C (1.27, -3.89, -3.46)  -0.76
C (0.74, -2.65, -3.03)  0.70
H (-6.31, -0.25, 1.52)  0.34
H (3.92, 1.40, 0.90)  0.25
H (2.39, -2.54, 0.12)  -0.23
C (-0.66, -2.46, -3.23)  0.14
C (-4.35, -1.08, 1.34)  -0.65
C (-0.28, 2.21, 1.01)  -0.07
H (-2.53, 1.91, -0.06)  -0.02
C (1.02, -4.19, 1.46)  -0.86
C (3.89, 5.70, -1.42)  -0.27
H (4.87, 4.04, -2.32)  0.36
C (-1.40, -1.21, -2.75)  -0.17
C (-0.86, -4.68, -4.23)  -0.77
H (-1.98, 2.20, -2.21)  -0.22
H (-1.49, -5.44, -4.68)  0.33
N (-0.71, 0.02, -3.13)  -0.19
C (-3.11, -1.30, 3.38)  -0.44
O (2.12, 2.15, 1.20)  -0.32
H (5.47, -1.90, 1.53)  0.30
C (-2.05, -2.04, 1.22)  -0.21
C (-4.18, -0.81, 4.08)  -0.73
H (-1.34, 4.10, 3.05)  0.27
C (1.50, 5.69, -1.51)  -0.44
H (-2.19, -3.64, 3.49)  0.53
C (0.83, -4.90, 2.65)  -0.75
C (2.73, 3.79, -2.49)  0.40
C (3.06, 1.17, 1.54)  -0.85
N (3.52, -1.23, 1.31)  0.32
H (-6.21, -0.04, 3.99)  0.36
O (-0.22, 1.98, -0.19)  0.25
H (-2.58, 3.68, 0.16)  0.23
C (3.10, -2.59, 0.95)  -1.00
C (-5.36, -0.44, 3.43)  -0.50
C (-3.14, -1.50, 1.97)  0.61
C (-1.40, -3.46, -3.82)  -0.54
H (-1.95, 3.14, -3.74)  0.51
H (-2.38, -1.22, -3.24)  0.35
C (-1.08, -2.96, 1.76)  0.07
O (1.54, -1.79, -2.47)  -0.66
H (2.64, 7.24, -0.55)  0.36
H (4.95, -0.80, 2.81)  0.31
C (-1.62, -1.39, -1.30)  0.15
C (-1.90, -1.68, -0.15)  -0.24
C (0.20, 3.93, -2.55)  -0.54
H (2.61, -3.09, 1.80)  0.75
H (4.81, 6.18, -1.12)  0.33
H (-2.64, 2.89, 3.24)  0.31
C (2.58, -0.26, 1.29)  0.58
Pb (1.17, 0.60, -2.12)  1.21
H (-0.93, 1.18, -4.87)  0.26
O (2.83, 2.68, -3.09)  -0.89
C (-1.60, 3.04, 2.94)  -1.04
H (-4.12, -0.68, 5.16)  0.32
C (-5.41, -0.57, 2.05)  -0.54
H (-0.98, 2.44, 3.61)  0.39
H (0.54, 6.14, -1.27)  0.25
H (-2.18, -1.49, 3.90)  0.48
H (0.85, 1.23, 2.55)  0.39
C (1.49, 4.46, -2.19)  0.75
H (3.98, -3.16, 0.64)  0.40
O (1.40, -0.50, 1.10)  -0.37
H (1.90, -4.39, 0.86)  1.02
C (3.92, 4.50, -2.09)  -0.72
H (-0.61, 4.68, -2.54)  0.24
H (-4.42, -1.19, 0.26)  0.37
C (0.93, 2.14, 1.94)  -1.14
C (-2.59, 2.72, 0.68)  -0.81
C (0.12, -3.24, 1.04)  0.33
N (-1.45, 2.60, 1.57)  0.41
H (5.35, -0.18, 1.20)  0.35
H (3.36, 1.26, 2.59)  0.28
C (0.50, -4.88, -4.04)  -0.35
H (-2.47, -3.31, -3.97)  0.27
C (4.88, -1.01, 1.74)  -0.98
C (-0.33, -4.65, 3.37)  -0.67
H (-2.46, 0.71, -4.11)  0.43
N (-0.08, 2.73, -2.85)  0.14
H (0.30, -2.69, 0.12)  -0.27
C (2.66, 6.31, -1.11)  -0.66
C (-1.42, 1.01, -3.90)  -0.89
H (-0.52, -5.20, 4.29)  0.36
C (-1.27, -3.72, 2.94)  -0.60
C (-1.44, 2.35, -3.16)  -0.39
H (1.54, -5.65, 2.98)  0.33
H (0.93, 3.01, 2.60)  0.50
H (2.33, -4.05, -3.31)  0.34

=====

(3)
# C13H32O3PbSSi

C13H32O3PbSSi as an isolated structure (ωB97M-V/def2-TZVPD, OMol25).

Calculated values
- Charge: +2
- ΔE to the lowest compared entry with this formula, charge and spin: 17.5 kcal per mole

Each line ends with the Mulliken charge.
Atoms and positions in Å:
H (-2.88, -3.09, 0.21)  0.36
H (0.27, 2.71, 2.35)  0.29
S (1.72, -1.11, -1.71)  -0.43
H (1.58, -0.42, -5.17)  0.39
C (0.48, -0.32, -5.30)  -0.98
H (-0.09, -2.40, 2.65)  0.13
H (3.36, 0.82, 1.30)  0.30
O (-0.78, -1.54, 0.16)  -0.28
C (-0.72, 2.08, -0.93)  1.81
H (0.70, -3.67, -0.78)  0.33
H (-2.54, 1.59, 0.11)  0.40
H (-1.78, 3.17, 0.57)  0.51
C (0.66, 2.75, -0.95)  -1.07
H (1.10, 0.70, 4.38)  0.49
C (-1.60, 2.10, 0.35)  -1.42
C (-1.56, 2.70, -2.06)  -2.08
H (0.10, 0.62, -5.73)  0.39
H (0.84, -0.83, 3.53)  0.33
H (-1.13, 1.59, 1.18)  0.14
C (2.87, 0.40, 2.20)  -1.61
H (-1.86, -2.29, 2.41)  0.35
H (3.40, 0.74, 3.09)  0.46
Si (0.40, -0.46, -0.23)  -0.14
H (-0.39, 0.48, 3.43)  0.31
H (1.06, 2.72, -1.99)  0.33
C (0.55, -3.62, 0.31)  -1.47
H (-1.01, 2.79, -3.01)  0.47
Pb (-0.18, -0.28, -3.19)  0.78
O (0.76, 0.41, 1.05)  0.75
H (2.93, -0.70, 2.14)  0.34
H (-1.81, -3.63, -1.12)  0.32
H (1.78, 2.69, 3.29)  0.56
H (-0.08, -1.25, -5.57)  0.46
H (-2.02, 0.30, -3.83)  0.32
H (-2.01, -4.64, 0.35)  0.42
O (-0.60, 0.67, -1.06)  -0.08
C (0.70, 0.25, 3.47)  -1.47
C (-0.95, -2.86, 2.16)  -1.30
H (-1.07, -3.89, 2.56)  0.46
H (0.53, -4.66, 0.71)  0.46
H (-2.52, 2.16, -2.23)  0.43
C (1.42, 0.84, 2.26)  1.26
H (-1.67, 0.99, -3.92)  -0.02
H (-1.80, 3.73, -1.74)  0.43
C (1.32, 2.38, 2.35)  -1.32
C (-1.93, -3.61, -0.01)  -1.63
H (1.42, -3.11, 0.75)  0.31
C (-0.76, -2.90, 0.65)  1.36
H (0.52, 3.80, -0.64)  0.47
H (1.38, 2.24, -0.31)  0.04
H (1.86, 2.88, 1.53)  0.33

=====

Copy entry 1 word for word.
# C25H38IN4O4S2SiTl

C25H38IN4O4S2SiTl as an isolated structure (ωB97M-V/def2-TZVPD, OMol25).

Calculated values
- Charge: -2
- ΔE to the lowest compared entry with this formula, charge and spin: 0.0 kcal per mole

Each line ends with the Mulliken charge.
Atoms and positions in Å:
H (2.10, 2.45, 5.73)  0.30
C (-0.24, 4.55, 4.29)  -1.38
C (0.87, -0.95, 5.41)  -1.65
O (-2.96, 1.72, 5.15)  -0.53
H (0.45, 5.35, 4.01)  0.50
O (-1.20, 0.16, 6.12)  -0.35
H (-2.47, 0.44, -6.81)  0.33
C (-0.14, -0.03, -4.33)  0.06
H (0.76, 1.18, 7.38)  0.06
C (-3.78, 2.30, 6.16)  1.95
C (0.64, 0.14, 7.67)  -1.36
H (1.63, -0.30, 7.85)  0.36
O (0.13, 0.43, -3.17)  -0.67
N (3.85, -4.20, -1.28)  -0.54
H (-5.52, 1.79, 4.99)  0.32
H (1.50, 2.49, 4.06)  0.22
H (-3.94, 2.48, 8.32)  0.51
H (1.03, 3.99, 7.45)  0.38
C (-2.46, 3.10, 0.82)  -0.20
H (4.75, -3.83, -1.55)  0.24
H (-1.19, 5.00, 4.61)  0.29
H (-0.55, 3.33, -0.16)  0.38
C (-0.77, -0.89, -6.98)  -0.59
C (-5.16, 1.65, 6.01)  -1.82
H (0.31, -1.35, 4.56)  0.37
Si (-1.33, 1.43, 5.04)  -0.30
C (-0.68, -1.91, 7.11)  -1.89
H (-3.14, 0.99, 7.75)  0.24
C (-2.26, 0.60, -0.15)  0.24
H (-5.09, 0.58, 6.21)  0.41
C (-1.38, 2.67, 0.08)  -0.73
C (-3.40, 0.92, 0.58)  -0.43
H (1.61, -1.70, 5.74)  0.49
C (-3.26, 2.06, 7.58)  -1.42
H (-1.01, -1.22, -7.98)  0.34
H (1.28, 5.40, 6.39)  0.39
C (0.60, 4.58, 6.64)  -1.84
S (1.39, -3.46, -0.62)  -0.57
H (-2.91, 4.26, 6.02)  0.04
H (0.95, -2.14, -6.80)  0.25
H (-1.15, -2.47, 6.31)  0.41
C (1.68, 3.09, 4.95)  -1.58
H (-4.62, 4.29, 6.54)  0.47
H (0.06, 0.11, 8.59)  0.36
N (2.94, -2.71, -2.74)  -1.07
H (2.31, -2.42, -5.01)  0.27
C (0.35, 3.70, 5.42)  1.67
H (-1.90, 1.18, -4.53)  0.38
H (-0.35, 5.01, 6.99)  0.34
H (-2.28, 2.52, 7.69)  0.12
H (-2.49, 4.11, 1.22)  0.36
H (-1.43, -1.67, 7.87)  0.37
C (1.71, -1.78, -4.35)  -0.84
C (-0.09, -0.61, 6.55)  1.87
C (-1.59, 0.04, -6.32)  -0.35
H (-5.87, 2.10, 6.70)  0.39
Tl (1.05, -0.46, -1.06)  0.47
H (0.10, -2.52, 7.57)  0.40
C (0.64, -1.03, -5.00)  1.00
H (-4.34, 2.50, 1.67)  0.32
H (2.40, 3.88, 4.71)  0.51
H (-0.43, 3.91, 3.43)  0.15
H (3.79, -4.46, -0.31)  0.21
O (-0.55, 2.68, 5.86)  0.43
I (-2.03, -1.33, -0.99)  0.00
C (2.78, -3.38, -1.65)  0.45
C (-3.49, 2.21, 1.08)  -0.29
N (1.92, -1.85, -3.10)  0.61
S (-0.82, 1.16, 3.09)  -0.26
C (-3.89, 3.80, 5.88)  -1.38
H (1.39, -0.06, 5.07)  0.24
H (-4.19, 3.95, 4.84)  0.28
C (-1.28, 0.46, -5.05)  -0.44
C (0.32, -1.40, -6.31)  -0.56
N (-1.29, 1.43, -0.39)  -0.08
H (-4.17, 0.18, 0.76)  0.38